[1]
60
Properties=species:S:1:pos:R:3:forces:R:3 method="wB97M-V/def2-TZVPD" total_charge=+1 orbital_gap_ev=7.3 e_above_lowest_ev=0.121
O -2.553052 1.782174 0.357505 -0.0513 -0.0267 -0.1076
B -3.871418 1.961870 0.237676 -0.1118 -0.1656 0.4386
O -4.733429 2.127750 1.285060 0.1358 0.2254 -0.3894
C -4.491593 1.873561 -1.253807 0.1273 0.2952 -0.1392
C -4.369141 2.878660 -2.243752 -0.3414 -0.1408 -0.4613
C -3.534752 4.111584 -1.920565 -0.2097 -0.1509 -0.1329
F -2.279483 3.770256 -1.603581 0.2224 -0.1704 0.0718
F -4.103142 4.654238 -0.814225 -0.0177 0.1118 0.2030
C -3.449440 5.234266 -2.988842 0.2530 -0.2688 0.1054
F -2.770513 6.222025 -2.419945 0.1507 0.3527 0.1160
F -4.689040 5.650473 -3.260562 -0.4155 0.1117 -0.0793
C -2.720025 4.817067 -4.325295 -0.5549 -0.1451 0.6472
F -3.556388 4.949075 -5.332944 -0.4631 0.1160 -0.6642
F -1.661825 5.531838 -4.523555 0.8500 0.6638 -0.1617
F -2.367544 3.533572 -4.258574 0.1692 -0.6968 0.0408
C -5.076558 2.741604 -3.412528 0.2431 -0.1068 0.4719
C -5.858843 1.585337 -3.584993 -0.0863 -0.0904 -0.0937
Br -6.830419 1.355076 -5.149788 -0.0156 -0.0407 0.0017
N -5.940819 0.636841 -2.690179 0.2131 0.0141 0.4425
N -5.257993 0.836543 -1.567140 -0.1251 0.0159 -0.4207
Cl -5.408583 -0.437579 -0.454782 -0.0153 -0.0098 -0.0212
H -2.280959 1.837464 1.284600 0.2450 -0.1351 0.0633
H -4.921016 3.035906 1.542949 -0.1951 0.0096 0.1949
H -5.069882 3.467334 -4.204966 0.0404 0.1827 -0.1100
C 0.376075 -0.443557 -0.299693 -0.5051 -0.2530 -0.1483
C 0.812890 0.457154 0.864737 0.2502 -0.1268 -0.0713
C 1.101503 1.931857 0.569627 -0.0909 0.0462 0.0336
F 2.153475 2.062394 -0.253497 0.0674 -0.0364 -0.0165
F 1.383327 2.550708 1.737874 0.0102 0.0232 -0.0500
F 1.852864 -0.087646 1.523203 -0.0603 0.0040 0.0066
F -0.257367 0.485976 1.726747 -0.1220 0.0223 0.0696
O 1.352529 -1.274047 -0.876031 0.3203 0.1895 0.3084
C 2.130775 -0.874122 -1.924766 -0.1126 -0.1394 -0.0839
C 3.615556 -0.970557 -1.563557 0.0346 -0.0486 -0.0078
F 3.879855 -0.186582 -0.497577 0.0052 0.0458 -0.0122
F 4.340181 -0.540974 -2.613646 0.0771 0.0310 0.0113
F 1.804920 0.353720 -2.368014 -0.0066 0.0665 0.0448
F 1.926516 -1.736354 -2.942772 -0.0882 0.0166 -0.1120
H -0.328123 -1.143623 0.149808 0.0015 0.0106 0.0280
H -0.172762 0.128311 -1.049270 0.1104 0.1528 0.0192
H 0.223378 2.407497 0.120746 0.0315 0.0038 -0.0323
H 3.872195 -2.005458 -1.329744 0.0133 0.0023 -0.0034
C 4.184727 -3.642559 2.124440 0.3239 0.3031 -0.3347
C 2.669005 -3.891148 2.119234 0.0310 -0.2425 0.0773
C 1.815436 -3.136531 3.141696 -0.0547 0.0022 -0.0410
F 2.114800 -3.513207 4.396841 0.0205 -0.0148 -0.0037
F 0.510326 -3.432194 2.905872 0.0422 0.0465 0.0470
F 2.407219 -5.209696 2.185284 0.0047 0.0439 0.0031
F 2.221625 -3.437748 0.903667 0.0657 0.0470 -0.0098
O 4.989439 -4.601798 2.769328 -0.3944 -0.2994 0.0645
C 5.357418 -4.494476 4.079927 0.1594 -0.0193 -0.0748
C 4.870517 -5.702893 4.886556 0.0333 -0.0353 0.0162
F 3.526088 -5.781339 4.834013 -0.0037 0.0071 0.0294
F 5.246470 -5.536524 6.170966 -0.0326 -0.0452 0.0577
F 4.954915 -3.339164 4.633374 -0.1040 0.0652 0.0225
F 6.706957 -4.523075 4.130460 0.0571 0.1178 0.0085
H 4.472020 -3.722444 1.076691 -0.0081 0.0138 -0.0101
H 4.419440 -2.627208 2.446117 -0.1345 -0.0056 0.1103
H 1.954054 -2.060129 3.036674 0.0179 0.0624 0.0264
H 5.307619 -6.619499 4.486918 -0.0072 -0.0084 0.0114

[2]
37
Properties=species:S:1:pos:R:3:forces:R:3 method="wB97M-V/def2-TZVPD" total_charge=+3 orbital_gap_ev=6.1 e_above_lowest_ev=0.000
Ta -0.625803 0.672790 -0.118106 0.9496 1.7048 0.6824
Cl 0.355862 -4.184253 5.413790 -0.0182 0.0166 -0.0386
C -0.074959 -3.149416 4.130054 0.0802 -0.0224 0.0865
C -1.293067 -3.334285 3.473778 -0.0034 0.0745 -0.0723
C -1.689616 -2.498889 2.422472 -0.1878 -0.2532 0.1692
Cl -3.180562 -2.730549 1.617497 0.0902 0.0373 0.0505
C -0.831351 -1.494683 2.062301 -0.2059 0.5184 -0.7639
O -1.132027 -0.615159 1.038493 -1.0822 -1.3220 0.5379
C 0.402925 -1.296999 2.684463 0.2953 0.2471 -0.1263
C 1.248326 -0.250659 2.229743 0.0959 -0.1361 0.2718
O 1.006493 0.550315 1.276503 -0.1051 -0.1174 -0.3621
C 0.786708 -2.132511 3.740362 -0.0037 -0.0675 0.0611
H -1.946593 -4.142119 3.780158 -0.0097 0.0041 0.0023
H 2.202559 -0.110088 2.742634 -0.0087 0.0850 0.0034
H 1.734679 -1.994726 4.245727 -0.0003 -0.0003 -0.0079
Br -1.875817 2.402976 1.756666 -0.0859 -0.3871 0.1136
C -2.238537 3.829613 0.511174 -0.0888 0.2190 0.0731
Br -1.427971 3.297607 -1.147062 0.1305 -0.3755 -0.2922
H -1.769978 4.738525 0.872198 0.0177 0.0148 -0.0006
H -3.311213 3.916575 0.380619 -0.0204 -0.0108 -0.0134
S -0.610793 -0.726184 -4.326067 -0.1312 -0.1459 -0.1862
C -2.098138 -1.286691 -3.661492 0.0169 -0.0209 -0.0864
C -2.246512 -0.962278 -2.354013 0.1830 0.1168 0.0263
C -1.127916 -0.194086 -1.868474 -0.1074 -0.3321 -0.1373
C -0.152703 -0.027755 -2.877058 -0.2190 0.0252 0.2361
C 1.093735 0.661076 -2.576117 -0.0930 0.0860 0.0765
C 2.154198 0.850512 -3.430118 0.0862 0.0117 -0.0854
C 3.275018 1.536684 -2.972948 0.0022 -0.0340 -0.0589
C 3.306001 2.013249 -1.668085 -0.0101 0.0267 0.0319
C 2.226482 1.781529 -0.847740 -0.0547 0.0242 -0.2188
N 1.123918 1.123488 -1.288750 0.4549 -0.0358 0.0157
H -2.784039 -1.836502 -4.290459 0.0192 0.0107 -0.0071
H -3.115625 -1.232379 -1.771773 0.0130 -0.0141 0.0143
H 2.115109 0.460599 -4.439206 0.0065 0.0209 0.0058
H 4.120762 1.692165 -3.631346 -0.0129 0.0027 -0.0018
H 4.161195 2.552727 -1.285967 -0.0014 -0.0035 -0.0002
H 2.219250 2.119781 0.176146 0.0083 0.0321 0.0011

[3]
53
Properties=species:S:1:pos:R:3:forces:R:3 method="wB97M-V/def2-TZVPD" total_charge=-1 orbital_gap_ev=5.7
C -0.646291 0.730587 6.291191 -0.0195 0.1646 -0.0996
C -0.027623 1.498675 5.152438 -0.2314 -0.0815 -0.4313
Cl 1.394887 2.378474 5.574015 0.1098 0.0562 -0.0632
C -0.530355 1.536197 3.908259 0.1888 -0.3540 0.7335
Cl 0.222021 2.477690 2.685703 -0.0756 0.0455 -0.2369
C -1.836336 0.808269 3.645263 -0.0118 0.3620 -0.3030
O -2.930862 1.643602 4.031284 0.0411 -0.1442 0.0586
C -3.232864 2.484081 2.917053 0.1098 0.1541 -0.2085
C -2.851442 1.712195 1.613243 -0.4519 0.2279 0.3026
C -4.077487 1.442343 0.715539 -0.0629 -0.0677 -0.1700
C -4.251168 2.529812 -0.316984 0.3357 0.1326 -0.3676
O -3.554013 2.628309 -1.298278 -0.3496 -0.0454 0.4782
C -2.301166 0.422342 2.228330 0.0823 -0.2679 0.0225
C -1.461997 -0.620737 1.470659 0.1071 -0.1246 -0.0673
F -2.251377 -1.729389 1.273020 0.1954 0.3055 0.1830
F -0.406390 -1.013657 2.250601 -0.2987 0.1563 -0.1984
C -0.899390 -0.273958 0.063864 0.1149 0.1880 0.0238
F -1.949461 -0.146862 -0.777977 0.1958 -0.0082 0.1884
F -0.258559 0.911908 0.109563 -0.1949 -0.1815 -0.0105
C 0.132207 -1.339376 -0.474352 0.0598 -0.1113 0.1002
F 1.353115 -0.958067 -0.056882 -0.2524 -0.1001 0.0452
F -0.147073 -2.562616 0.035490 0.0954 0.2559 -0.1607
C 0.158433 -1.465769 -2.021680 -0.1277 0.0409 -0.1033
F -1.080337 -1.788682 -2.459153 0.3697 0.0117 0.0290
F 0.488517 -0.259672 -2.520762 0.0363 -0.1625 -0.0034
C 1.143836 -2.577197 -2.534725 -0.2201 -0.1176 -0.1065
F 2.219169 -2.697112 -1.743876 -0.0942 0.1165 -0.1168
F 0.450462 -3.741902 -2.465819 0.1793 0.1574 0.0508
C 1.597439 -2.464975 -4.031551 0.1550 -0.0367 0.1703
F 2.201476 -3.642672 -4.284248 -0.0874 0.1059 0.0041
F 0.461512 -2.393476 -4.760565 0.1319 0.0000 -0.0633
C 2.565575 -1.336174 -4.561127 -0.0867 -0.1380 -0.0185
F 3.075704 -1.820898 -5.707075 -0.1322 0.0672 -0.0149
F 1.835503 -0.246147 -4.854260 0.0030 0.0244 0.1113
C 3.776564 -0.914680 -3.683723 -0.3233 -0.3140 0.0815
F 3.366063 -0.330053 -2.554339 -0.3723 0.0908 0.3243
F 4.482180 -1.984270 -3.375191 0.1957 -0.3872 0.0968
F 4.496650 -0.062998 -4.348474 0.4568 0.5017 -0.5077
H -0.169873 1.015845 7.224685 -0.0093 -0.0428 0.0064
H -0.518347 -0.343054 6.150338 -0.0095 -0.0428 0.0332
H -1.708373 0.962134 6.360444 -0.0269 -0.0813 0.0379
H -1.838716 -0.090888 4.255238 -0.1417 0.1006 0.2020
H -4.294818 2.720481 2.977218 -0.0148 -0.0422 -0.0365
H -2.672176 3.421421 2.980724 0.0485 -0.0553 0.0609
H -2.129245 2.309379 1.067887 0.2669 -0.2451 -0.1167
H -4.983698 1.365625 1.319622 0.0245 -0.0079 0.0964
H -3.970916 0.503866 0.170495 0.1273 0.0264 -0.0032
H -5.044432 3.276161 -0.121176 -0.0548 0.0447 -0.0461
H -3.213567 -0.133078 2.463278 0.0954 -0.1767 -0.0137
N 7.454639 -0.459948 -4.996673 0.0345 0.0165 0.0165
O 7.441913 0.763244 -5.253221 -0.0198 -0.0552 0.0089
O 7.342013 -1.295251 -5.919862 -0.0394 0.0245 0.0366
O 7.578472 -0.849084 -3.813467 -0.0515 0.0142 -0.0353

no.,LUMO energy (eV),DFT total energy (hartree)
1,-5.70,-6420.6589
2,-11.66,-7382.2612
3,1.62,-3703.3927